(1)
DFT (the ωB97M-V functional and the def2-TZVPD basis) results for C39H73N2O3SeSi4TaTe as an isolated structure at a distorted geometry.

As for the energy relative to the best compared isomer or geometry (same formula, charge and spin): 15.5 kcal/mol. Its spin multiplicity is 1. The HOMO-LUMO gap is 6.457 eV. Its charge is +2. The value obtained for the total energy is -156446.5373 eV.

XYZ file:
```
124
Properties=species:S:1:pos:R:3:forces:R:3
Ta -0.00478 0.08660 1.02463 0.254 0.857 0.682
C 1.83872 0.28540 -6.63008 0.002 0.008 0.005
C 2.08358 1.41543 -5.61973 0.003 -0.003 -0.011
C 3.59115 1.59509 -5.44128 -0.007 -0.002 0.003
C 1.49747 2.72783 -6.16038 -0.001 0.001 0.003
C 1.39278 1.06731 -4.30439 -0.005 -0.015 0.036
C 2.08838 0.88530 -3.11667 -0.024 -0.006 -0.037
C 1.38926 0.59467 -1.95843 0.117 0.009 0.064
Se 2.34214 0.37403 -0.29895 -0.117 0.183 -0.232
C 2.44048 2.22911 0.22072 -0.033 -0.210 0.028
C 3.27357 3.10611 -0.42918 -0.015 0.018 0.008
C 3.28240 4.44592 -0.03840 0.005 -0.035 -0.020
C 2.45731 4.80336 1.01693 0.017 0.021 -0.002
C 1.61155 3.92850 1.71550 -0.014 -0.020 0.078
C 1.61815 2.60716 1.28588 0.196 -0.010 -0.067
O 0.84430 1.61892 1.84868 -0.295 -0.757 -0.273
C 0.78974 4.51572 2.87226 0.016 0.003 -0.007
C -0.15555 3.52521 3.56027 -0.022 -0.014 -0.006
C 1.76190 5.04772 3.93650 0.003 -0.004 0.005
C -0.07037 5.67036 2.33518 -0.007 0.001 -0.001
C 4.17398 5.43786 -0.78068 0.008 0.010 -0.007
C 4.07276 6.84868 -0.20221 -0.006 -0.008 0.004
C 5.63448 4.97359 -0.68721 -0.009 0.002 0.008
C 3.74241 5.47980 -2.25451 -0.001 0.000 0.012
C 0.00846 0.46767 -1.95246 0.023 -0.202 -0.046
O -0.59633 0.16141 -0.73709 -0.012 0.237 0.067
C -0.72707 0.59302 -3.12801 -0.151 0.099 -0.087
C 0.00645 0.90455 -4.27002 -0.013 0.006 0.028
C -2.24455 0.38496 -3.16411 -0.001 -0.046 -0.020
C -2.55012 -1.05630 -2.72793 0.149 0.078 0.056
C -2.82513 0.58362 -4.56723 0.073 0.020 0.029
C -2.94053 1.38835 -2.23289 -0.007 0.012 0.018
H 2.32027 0.52600 -7.57865 0.000 -0.002 -0.001
H 0.77541 0.14029 -6.82548 0.001 0.001 -0.005
H 2.25100 -0.65842 -6.26894 -0.001 -0.001 0.000
H 4.03739 1.86434 -6.39835 0.003 -0.001 0.001
H 4.07533 0.67650 -5.10338 0.000 0.000 0.004
H 3.82244 2.39637 -4.73513 0.002 0.002 -0.004
H 1.99914 3.00037 -7.08959 -0.003 -0.001 -0.002
H 1.63679 3.54238 -5.44683 0.004 0.001 -0.001
H 0.43156 2.64155 -6.37465 0.001 0.002 0.002
H 3.16612 0.96026 -3.08171 0.000 0.007 -0.015
H 3.90111 2.75769 -1.23942 0.008 0.018 -0.003
H 2.46609 5.83503 1.33595 -0.006 -0.003 0.006
H 0.38228 2.68362 3.99764 0.019 0.003 0.007
H -0.90864 3.14089 2.86921 0.006 0.005 -0.006
H -0.67212 4.05556 4.36264 -0.006 -0.002 -0.002
H 2.38801 4.24480 4.32952 -0.004 -0.001 0.005
H 1.20213 5.48307 4.76589 0.001 0.004 -0.001
H 2.41780 5.82077 3.53738 -0.001 -0.002 0.003
H -0.73548 5.32563 1.54049 -0.008 0.000 0.006
H 0.53303 6.48540 1.93780 0.000 -0.004 -0.005
H -0.68218 6.07964 3.14072 0.005 0.005 0.001
H 4.38867 6.88242 0.84228 0.003 0.003 0.000
H 3.05908 7.24782 -0.27571 0.000 0.000 -0.001
H 4.72777 7.51452 -0.76400 -0.002 0.003 0.003
H 5.95531 4.89761 0.35295 0.003 0.007 -0.001
H 6.28414 5.68979 -1.19168 0.001 -0.005 -0.007
H 5.78451 4.00223 -1.16125 0.004 -0.004 0.005
H 2.70191 5.79666 -2.34840 0.001 0.003 -0.001
H 3.84568 4.50297 -2.73192 -0.002 0.002 -0.007
H 4.36504 6.18602 -2.80538 0.002 -0.005 -0.001
H -0.53229 1.02202 -5.19733 -0.036 -0.004 -0.029
H -2.04505 -1.76833 -3.38298 -0.002 -0.012 -0.041
H -3.62376 -1.24424 -2.79231 -0.013 0.014 0.029
H -2.22531 -1.25111 -1.70346 -0.056 0.237 -0.589
H -2.41403 -0.12895 -5.28319 0.010 -0.005 -0.010
H -2.65735 1.59477 -4.94163 0.004 -0.004 0.001
H -3.90272 0.42324 -4.52740 -0.005 -0.001 -0.004
H -2.60650 1.29142 -1.19933 -0.011 0.003 0.005
H -4.01989 1.22675 -2.26012 -0.003 0.003 -0.012
H -2.74695 2.41266 -2.55515 -0.005 0.002 0.006
C -5.11401 0.47362 2.85828 -0.060 0.028 0.033
N -3.77797 0.47957 2.27436 0.063 -0.060 -0.121
C -2.63030 0.60637 2.91546 -0.023 0.060 0.258
N -2.56799 0.80163 4.23210 0.039 0.045 -0.094
O -1.52190 0.52983 2.27575 -0.318 -0.102 -0.593
H -5.69169 -0.32830 2.40429 0.002 0.022 -0.017
H -5.61901 1.42312 2.68933 0.016 0.012 0.023
H -5.06512 0.27348 3.92518 0.008 -0.041 -0.004
H -3.70244 0.38041 1.27327 0.008 -0.059 -0.021
H -3.37202 1.07397 4.77057 -0.015 -0.045 0.008
H -1.65661 0.96245 4.63053 0.005 0.010 0.011
C 1.95751 -5.73347 3.19501 0.066 -0.034 -0.006
Si 0.89078 -6.16596 1.72697 -0.097 0.103 -0.070
C 0.31707 -7.93968 1.78846 -0.021 -0.035 0.011
C 1.71210 -5.79248 0.09115 0.072 -0.047 0.025
Si -1.04461 -4.77809 1.84924 0.346 0.630 -0.073
Te 0.43707 -2.35842 1.57540 0.150 -0.591 0.389
Si -1.92957 -4.42104 4.02065 0.052 -0.199 -0.141
C -2.46390 -6.15204 4.49188 -0.044 0.010 0.085
C -3.40721 -3.26617 3.98991 0.012 0.070 0.003
C -0.59076 -3.77521 5.15248 -0.040 0.014 0.074
Si -2.45648 -4.49110 -0.02091 -0.087 -0.185 0.171
C -3.82981 -5.72546 0.28765 -0.055 0.000 -0.095
C -1.54158 -4.83573 -1.60685 0.008 0.054 -0.039
C -3.12903 -2.74111 -0.00200 0.018 -0.028 0.127
H 2.93277 -6.21765 3.09965 -0.008 -0.009 0.001
H 1.50692 -6.08658 4.12413 -0.010 0.014 0.007
H 2.12934 -4.65954 3.28191 0.009 0.005 0.007
H 1.19117 -8.59123 1.70585 -0.007 -0.008 0.003
H -0.35204 -8.18567 0.96231 -0.006 0.002 -0.001
H -0.18622 -8.18566 2.72451 -0.010 0.005 -0.001
H 2.65604 -6.33926 0.01943 -0.009 -0.002 0.005
H 1.93601 -4.73158 -0.02884 0.009 0.010 -0.012
H 1.08370 -6.10937 -0.74266 0.000 0.019 -0.001
H -3.23502 -6.54444 3.82560 0.011 0.003 -0.013
H -2.87841 -6.14911 5.50352 -0.004 -0.004 0.000
H -1.62288 -6.84828 4.48833 0.000 0.007 -0.014
H -3.99455 -3.36513 3.07781 -0.042 -0.025 -0.045
H -3.08849 -2.22590 4.09110 0.006 0.029 -0.042
H -4.06737 -3.49670 4.82923 0.026 0.021 0.042
H 0.05869 -4.58139 5.49549 0.021 0.005 -0.029
H -1.04277 -3.31936 6.03703 -0.007 -0.025 0.020
H 0.03184 -3.02073 4.67000 0.002 0.018 0.011
H -3.44238 -6.74204 0.38070 0.000 -0.002 0.012
H -4.53693 -5.72590 -0.54594 -0.001 0.006 0.006
H -4.39099 -5.49172 1.19494 0.015 -0.003 0.010
H -1.29249 -5.89372 -1.70078 0.018 -0.004 0.012
H -0.61725 -4.25790 -1.67235 0.000 0.000 -0.015
H -2.16726 -4.56707 -2.46232 0.003 -0.011 0.006
H -3.55320 -2.49803 0.97177 -0.061 -0.004 0.113
H -3.90850 -2.62957 -0.76124 0.060 0.012 0.055
H -2.32500 -2.03363 -0.22115 -0.163 -0.200 0.269
```
Positions in Å, forces in eV/Å.


(2)
DFT (the ωB97M-V functional and the def2-TZVPD basis) results for a 8-piece molecular cluster, C39H75BClN9O10 overall at a distorted geometry.

The structure (SMILES) is CCOB(O)c1c(CC)cc2nc(C)c(COC)nc2c1CCCCl.CN(C)C=O.CN(C)C=O.CN(C)C=O.CN(C)C=O.CN(C)C=O.CN(C)C=O.CN(C)C=O. Its spin multiplicity is 1. The HOMO-LUMO gap is 8.395 eV. Its charge is 0. The value obtained for the total energy is -88745.9794 eV.

XYZ file:
```
135
Properties=species:S:1:pos:R:3:forces:R:3
C -2.54363 1.67085 6.30289 0.497 -0.753 -0.248
C -3.19138 0.48835 5.55086 -0.627 -0.677 1.009
O -4.05511 0.88199 4.47339 0.782 0.769 0.097
B -3.45730 1.76550 3.57689 -0.553 0.401 -0.105
O -4.00373 3.05380 3.49806 0.588 -0.502 -0.019
C -2.25253 1.39600 2.61473 1.167 0.175 -0.480
C -1.20453 2.38507 2.32674 -0.236 0.236 0.509
C -1.18833 3.79315 2.93857 -0.147 -0.183 -0.769
C -1.83128 4.76905 1.89407 0.041 -0.474 0.001
C -0.17380 2.10131 1.47992 0.076 -0.366 -0.234
C -0.03103 0.82862 0.82524 -0.427 2.167 0.751
N 1.04341 0.68340 0.00603 -1.267 -1.717 0.092
C 1.04044 -0.51533 -0.54564 1.486 -0.452 -0.999
C 2.17353 -0.82948 -1.53368 -0.507 0.987 -0.010
C 0.07403 -1.55811 -0.31102 -0.996 0.176 0.798
C 0.18729 -2.95067 -1.02784 -1.445 1.197 1.104
O -0.33013 -3.91085 -0.12086 0.955 -0.588 -0.384
C 0.63057 -4.18469 0.89535 -0.219 0.619 0.405
N -0.97480 -1.38396 0.52849 2.204 0.462 -1.569
C -1.01193 -0.13878 1.09225 -0.791 -0.431 0.257
C -2.11108 0.16130 2.00124 -0.404 -0.613 0.508
C -3.13106 -0.95936 2.27396 0.461 -0.649 -0.993
C -4.31618 -0.95607 1.22686 0.255 -0.166 1.352
C -5.66949 -1.20234 1.95127 0.464 0.607 -1.100
Cl -5.91921 -2.99227 2.06776 -0.148 0.576 0.301
H -3.15560 2.58188 6.30568 0.162 -0.383 -0.210
H -2.37236 1.40418 7.36241 -0.038 -0.006 -0.468
H -1.55385 1.85338 5.85426 -0.444 0.433 0.226
H -3.82705 -0.05000 6.27858 0.086 0.124 -0.536
H -2.45262 -0.25102 5.18734 -0.032 0.454 0.118
H -3.67191 3.60374 4.22241 -0.410 0.019 -0.046
H -1.66957 3.81956 3.92079 0.229 0.107 -0.328
H -0.13245 4.08640 3.06691 -0.429 -0.138 0.207
H -2.47615 4.18587 1.21568 0.063 0.329 0.333
H -1.02689 5.18253 1.26174 -0.417 0.092 0.303
H -2.44434 5.56206 2.34829 0.400 -0.169 -0.151
H 0.59276 2.86291 1.29313 -0.214 -0.404 0.011
H 2.72112 0.10573 -1.79831 -0.429 -0.656 0.379
H 1.68129 -1.18660 -2.45433 0.614 -0.250 0.203
H 2.88068 -1.55976 -1.11032 -0.313 0.075 -0.353
H -0.53154 -2.90868 -1.86652 0.546 -0.194 0.110
H 1.20567 -3.17425 -1.37579 -0.350 0.010 0.104
H 1.64860 -4.21656 0.46643 -0.318 -0.344 0.204
H 0.35572 -5.10674 1.42595 0.149 0.183 -0.448
H 0.61874 -3.36802 1.64714 0.059 -0.276 -0.259
H -3.50882 -0.94560 3.30199 0.062 0.318 -0.443
H -2.62101 -1.93010 2.14842 -0.085 0.465 0.133
H -4.30145 0.01368 0.69960 -0.281 -0.417 0.094
H -4.17771 -1.80285 0.53604 0.050 0.633 -0.052
H -5.68922 -0.71945 2.93662 -0.045 -0.482 -0.182
H -6.46985 -0.77157 1.33171 0.008 -0.468 0.336
C 2.41559 0.52335 -6.46603 0.272 -0.173 0.084
N 3.09877 0.86505 -5.23537 -0.161 0.052 -0.115
C 4.35575 0.20893 -4.91757 -0.068 0.186 0.208
C 2.59991 1.77145 -4.37506 -0.114 0.075 0.121
O 3.11568 2.09733 -3.32225 0.124 -0.070 -0.052
H 2.17817 -0.54283 -6.46375 -0.058 0.020 -0.119
H 3.06690 0.74684 -7.31435 -0.122 -0.050 -0.100
H 1.49258 1.09159 -6.56755 0.037 0.024 0.080
H 4.25843 -0.32242 -3.97029 0.113 -0.050 -0.044
H 5.14139 0.95984 -4.81689 0.054 -0.087 0.035
H 4.62092 -0.49374 -5.70411 -0.102 0.013 -0.005
H 1.64310 2.20627 -4.71103 0.001 -0.019 -0.059
C 1.52586 -4.85704 -7.89597 0.573 0.128 0.501
N 2.23432 -4.52212 -6.66946 0.009 -0.032 -0.114
C 3.49146 -5.18046 -6.36298 -0.103 0.212 0.234
C 1.74960 -3.61341 -5.80907 -0.123 0.058 0.018
O 2.27946 -3.27683 -4.76094 0.132 -0.005 0.016
H 1.28132 -5.92124 -7.89056 -0.087 0.032 -0.143
H 2.16637 -4.63421 -8.75319 -0.101 -0.076 -0.086
H 0.60729 -4.28162 -7.97798 0.598 -0.201 0.244
H 3.40396 -5.71089 -5.41315 0.135 -0.016 -0.017
H 4.28173 -4.43335 -6.26841 0.075 -0.108 0.043
H 3.74675 -5.88416 -7.15192 -0.086 0.043 -0.027
H 0.79215 -3.17735 -6.14002 -0.006 -0.033 -0.039
C 1.39060 -0.04818 3.36167 0.369 -0.215 0.322
N 2.08957 0.29615 4.58648 -0.228 0.107 0.045
C 3.34783 -0.36347 4.89637 -0.127 0.150 0.240
C 1.60366 1.21168 5.44394 -0.030 -0.037 -0.091
O 2.13662 1.55105 6.48881 0.092 -0.063 -0.035
H 1.14624 -1.11439 3.37001 -0.037 0.013 -0.133
H 2.03496 0.17083 2.50851 -0.122 -0.053 -0.093
H 0.47411 0.52630 3.27312 0.033 0.009 0.159
H 3.25658 -0.88888 5.84872 0.107 -0.018 -0.021
H 4.13386 0.38284 4.98673 0.136 -0.193 0.018
H 3.60717 -1.07028 4.11214 -0.042 0.080 -0.041
H 0.64580 1.64883 5.10994 0.002 0.000 -0.048
C -5.22250 -0.51677 -2.48386 0.083 0.013 0.106
N -4.13708 -0.98420 -3.30946 -0.153 0.025 -0.088
C -3.04476 -1.63851 -2.61837 0.330 -0.131 -0.466
C -4.10264 -0.83384 -4.64681 -0.014 -0.009 0.036
O -3.20195 -1.21439 -5.37269 0.031 -0.044 0.058
H -4.81072 0.19952 -1.76909 -0.305 0.029 0.124
H -5.64913 -1.36871 -1.94878 -0.125 0.155 0.115
H -6.00403 -0.03744 -3.07158 0.090 -0.012 -0.082
H -2.12195 -1.08252 -2.79823 0.076 -0.122 0.078
H -2.92922 -2.64945 -3.01415 0.157 0.000 0.093
H -3.23318 -1.68821 -1.54868 -0.074 0.072 -0.050
H -4.99323 -0.31788 -5.04479 -0.033 0.013 0.062
C -4.38711 -3.82170 -9.30102 0.134 0.242 -0.060
N -2.95871 -3.58031 -9.35947 -0.042 -0.180 0.034
C -2.47831 -2.30785 -9.87153 0.235 -0.119 0.075
C -2.06332 -4.49447 -8.95443 -0.098 0.013 0.005
O -0.85072 -4.34628 -8.97913 -1.035 0.135 -0.599
H -4.80818 -3.75255 -10.30615 -0.121 -0.034 0.059
H -4.85505 -3.07155 -8.66072 -0.109 -0.070 -0.017
H -4.59245 -4.81132 -8.89710 0.071 0.012 -0.001
H -1.83985 -2.48278 -10.73881 0.004 0.103 0.007
H -1.88886 -1.80652 -9.10298 -0.017 0.078 -0.069
H -3.31751 -1.67787 -10.15664 -0.034 -0.078 0.044
H -2.52832 -5.42173 -8.58304 -0.014 0.005 -0.010
C 7.49030 3.60484 3.01750 -0.195 -0.051 0.231
N 6.87832 2.43540 3.61606 0.129 -0.042 -0.153
C 6.01258 2.60758 4.77051 0.059 -0.275 -0.083
C 7.08866 1.19256 3.13317 0.045 -0.033 -0.061
O 6.60944 0.17030 3.58626 -0.091 0.159 0.103
H 8.11498 4.10814 3.75885 0.035 0.102 -0.111
H 6.71044 4.29002 2.67839 0.116 0.090 -0.054
H 8.10757 3.32136 2.16692 -0.033 -0.053 0.026
H 6.41243 2.04268 5.61408 -0.114 0.035 0.054
H 5.01788 2.22629 4.54030 -0.039 0.091 0.112
H 5.94584 3.66035 5.03532 0.042 -0.011 -0.068
H 7.75974 1.18042 2.25776 0.007 0.051 -0.003
C -0.56981 5.55672 9.40169 0.158 -0.194 -0.134
N -0.52703 4.80265 8.16471 -0.136 0.112 0.037
C 0.56856 3.86568 7.94170 -0.237 0.033 -0.214
C -1.46519 4.93784 7.21313 0.092 0.091 0.133
O -1.47363 4.32692 6.15724 0.022 0.221 -0.025
H 0.33349 6.16399 9.48799 -0.053 0.043 0.132
H -0.62203 4.86633 10.24597 0.006 0.120 0.086
H -1.44044 6.21021 9.42304 0.001 -0.031 -0.053
H 1.11569 4.15082 7.04325 0.053 -0.145 0.037
H 0.16840 2.86271 7.79533 0.176 -0.004 -0.027
H 1.24288 3.86735 8.79456 -0.061 0.039 0.010
H -2.24965 5.66751 7.47384 0.007 0.002 0.026
```
Positions in Å, forces in eV/Å.


- What is the charge in the first record?
  +2


- The lowest charge belongs to which entry?
  C39H75BClN9O10


- Number 2 is which compound?
  C39H75BClN9O10